C24H42F6O30PS6 | the ωB97M-V functional and the def2-TZVPD basis

Output
**Electronic energy**: -6526.55047 Ha
**Orbital gap**: 9.735 eV
**Energy relative to the best compared isomer or geometry (same formula, charge and spin)**: 8.224 eV
**LUMO energy**: 1.31 eV
**Total charge**: -1
**E_HOMO**: -8.423 eV

XYZ file:
```
109
C24H42F6O30PS6, DFT the ωB97M-V functional and the def2-TZVPD basis
P 0.3088 -0.6616 0.7009
F 0.8847 0.1938 1.9344
F 1.7386 -1.3219 0.3748
F -0.0909 -1.9618 1.7286
F -0.3513 -1.4667 -0.5502
F -1.2072 -0.0244 0.8063
F 0.5139 0.4554 -0.4866
O 4.7175 7.8956 2.0197
C 4.6130 7.3838 0.9018
O 3.7795 6.4368 0.5986
C 3.8848 5.9529 -0.7299
C 5.1956 6.5425 -1.2242
C 5.5332 7.6349 -0.2577
H 3.1219 6.3770 -1.3828
H 3.7050 4.8805 -0.8055
H 5.1403 6.7929 -2.2837
H 5.9181 5.7268 -1.2495
H 5.0746 8.5445 -0.6454
H 6.5516 7.7919 0.0977
O -7.5066 -6.9479 -2.5424
C -6.7397 -6.0059 -2.8519
O -5.4648 -6.1680 -3.0053
C -4.6735 -5.0458 -3.2889
C -5.7501 -3.9622 -3.5464
C -7.0130 -4.5160 -2.8907
H -4.1321 -5.0290 -4.2348
H -4.1147 -4.7187 -2.4120
H -5.8307 -3.6656 -4.5922
H -5.5892 -2.9994 -3.0614
H -7.7468 -4.3997 -3.6883
H -7.3510 -4.1620 -1.9168
O -5.0195 7.0973 1.2296
C -4.0735 6.4035 1.0208
O -4.0114 5.1454 1.3911
C -2.7351 4.6050 1.2258
C -1.8007 5.7885 0.9139
C -2.7443 6.8954 0.3772
H -2.6900 4.0055 0.3166
H -2.3567 4.0345 2.0740
H -1.0943 5.4756 0.1450
H -1.2032 6.2228 1.7154
H -3.0547 6.7580 -0.6586
H -2.4540 7.9194 0.6121
C 2.8439 -4.0660 -4.1730
C 1.9796 -3.4346 -5.2031
O 2.2182 -3.8932 -6.5402
S 3.6719 -4.6936 -6.5891
O 4.5731 -3.7573 -7.3224
O 3.4651 -6.1403 -6.9921
O 3.9262 -4.5493 -4.9263
H 2.4165 -5.0037 -3.8177
H 3.1896 -3.3457 -3.4316
H 1.9645 -2.3524 -5.0737
H 0.9630 -3.6339 -4.8642
C 4.7772 -5.2624 2.1899
C 4.0767 -6.0469 1.0402
O 5.0062 -6.1611 -0.0306
S 6.5586 -5.5639 0.4087
O 6.6668 -4.2601 -0.1733
O 7.6879 -6.4914 0.1430
O 6.1566 -5.5324 2.0037
H 4.6146 -5.7020 3.1740
H 4.6867 -4.1772 2.2377
H 3.3000 -5.3550 0.7144
H 3.6704 -7.0428 1.2169
C -2.8190 2.8829 -5.3117
C -1.9268 3.5769 -4.2737
O -2.5189 4.8694 -4.1018
S -4.0245 5.0382 -4.7686
O -4.1655 6.4016 -5.3223
O -5.0332 4.5421 -3.8218
O -3.6651 3.8673 -5.8835
H -3.5348 2.2401 -4.7994
H -2.2542 2.3422 -6.0711
H -0.8553 3.5032 -4.4598
H -2.1026 3.0440 -3.3393
C -3.6812 0.8825 5.3277
C -2.3125 0.5568 5.9141
O -2.2499 1.2874 7.1261
S -2.9990 2.7090 6.9169
O -2.2820 3.5365 5.9684
O -3.4119 3.2269 8.2178
O -4.2572 1.8379 6.2085
H -4.3571 0.0382 5.1921
H -3.6073 1.5573 4.4748
H -1.5073 0.9969 5.3258
H -2.0192 -0.4714 6.1259
C -3.9026 -5.0790 3.1515
C -5.3076 -4.6658 2.6502
O -5.9994 -5.8508 2.5541
S -5.4867 -7.0027 3.6236
O -5.2899 -8.2790 2.9133
O -6.4113 -7.0212 4.7476
O -4.0771 -6.1980 3.9367
H -3.4320 -4.3322 3.7910
H -3.2577 -5.1473 2.2754
H -5.4233 -4.1130 1.7179
H -5.8963 -4.0126 3.2943
C 6.9343 0.7787 2.7435
C 6.1423 1.4377 1.6349
O 7.0983 2.3357 1.1087
S 8.0240 3.0508 2.3301
O 7.4402 4.2334 2.9445
O 9.3982 3.0467 1.9259
O 7.7857 1.6907 3.3806
H 7.6318 -0.0093 2.4591
H 6.2022 0.4269 3.4703
H 5.3136 2.0663 1.9609
H 5.8024 0.7395 0.8700
```